No. 1
Entry from the OMol25 dataset: a molecular structure, C34H28Cl3HgN6O4Se2 (ωB97M-V/def2-TZVPD).

Properties
**Energy above the lowest of the compared OMol25 structures with the same formula, charge and spin**: 59.4 kcal/mol
**Gap between HOMO and LUMO (alpha / beta)**: 5.5 / 5.8 eV
**<S²>**: 0.7585

The geometry in ORCA input format:
```
! RIJCOSX wB97M-V def2-TZVPD def2/J DEFGRID3
* xyz -2 2
Hg -0.29475 0.49295 -0.69697
C 0.35028 3.12218 -4.27369
C 0.58493 1.94499 -3.33892
O 0.13721 2.08969 -2.16115
C 1.24066 0.83925 -3.86531
C 1.41613 -0.42831 -3.24635
C 2.03457 -1.53077 -4.07676
N 1.03803 -0.68645 -2.02623
N 1.23113 -1.98916 -1.59441
C 0.61378 -2.30381 -0.47887
O -0.16556 -1.59143 0.23992
C 0.89160 -3.70167 -0.02509
C 1.05691 -4.73155 -0.94921
C 1.28488 -6.03070 -0.52615
C 1.37244 -6.31901 0.82987
C 1.22851 -5.29489 1.75491
C 0.97629 -3.99919 1.33163
H 0.38465 4.04964 -3.70210
H -0.64771 3.03204 -4.70803
H 1.08476 3.15021 -5.07836
H 1.58263 0.92017 -4.88969
H 2.52935 -1.12645 -4.96019
H 1.25686 -2.22912 -4.39249
H 2.74544 -2.08519 -3.46608
H 0.99646 -4.48986 -2.00108
H 1.39969 -6.82800 -1.25176
H 1.54727 -7.33527 1.16410
H 1.32180 -5.50788 2.81350
H 0.85193 -3.20002 2.05160
Se -0.96018 3.84718 2.08387
Se -0.65506 5.07429 -0.40764
C -2.25031 4.42438 -1.16109
C -2.88194 5.21019 -2.13779
C -4.08687 4.78843 -2.65824
C -4.65275 3.61510 -2.17097
C -3.95508 2.91152 -1.20407
N -2.77796 3.28911 -0.71851
C 0.70351 2.98323 1.96680
C 1.68794 3.47428 2.93917
C 2.91359 2.96679 2.98957
C 3.29466 1.77871 2.17679
C 2.25952 1.39998 1.08185
N 0.96516 2.05959 1.09282
H -2.41242 6.13784 -2.43806
H -4.59058 5.37566 -3.41919
H -5.60738 3.25794 -2.53412
H -4.38424 2.01058 -0.77954
H 1.38300 4.30551 3.55927
H 3.66888 3.35760 3.66468
H 4.27143 1.94966 1.71557
H 2.68815 1.54292 0.08427
Cl -5.93066 -3.76091 1.54450
C -4.78722 -2.79596 0.64318
C -4.11018 -1.76613 1.27446
C -3.22962 -0.98982 0.54992
Cl -2.36828 0.27839 1.36134
C -2.96888 -1.17887 -0.84611
O -2.21764 -0.44104 -1.55144
C -3.68451 -2.28411 -1.39751
Cl -3.39367 -2.64762 -3.06803
C -4.57084 -3.07358 -0.69558
H -4.26958 -1.56681 2.32481
H -5.07899 -3.89274 -1.18369
N 0.26494 0.83759 4.97879
C 1.52702 0.34344 4.90564
O 2.19668 0.09077 5.89857
C 2.01167 0.17987 3.51454
C 3.43435 0.52630 3.12566
C 3.96228 -0.57137 2.23560
C 3.15848 -0.82507 1.21415
N 1.93707 -0.06739 1.18334
C 1.28415 -0.18212 2.46287
H -0.13552 1.03899 5.87771
H -0.23196 1.12488 4.15032
H 4.05742 0.74439 3.99203
H 4.90735 -1.05805 2.43445
H 3.30975 -1.53754 0.41256
H 0.25511 -0.51839 2.45582
*
```


No. 2
Entry from the OMol25 dataset: a molecular structure, C34H28ClF6O3P2RuS2Sb (ωB97M-V/def2-TZVPD).

Properties
**Energy above the lowest of the compared OMol25 structures with the same formula, charge and spin**: 2.6 kcal/mol
**Gap between HOMO and LUMO (alpha / beta)**: 7.9 / 6.5 eV
**<S²>**: 6.0231

The geometry in ORCA input format:
```
! RIJCOSX wB97M-V def2-TZVPD def2/J DEFGRID3
* xyz 0 5
Ru 0.75060 0.52542 0.37009
S 0.58191 -0.21591 2.63449
P -0.89529 -1.33660 1.80744
C -0.90727 -0.55448 0.27816
P -1.01867 -0.82100 -1.41643
S 0.41945 0.50028 -1.99511
C -0.59914 -2.50476 -1.89590
C -1.53004 -3.51618 -1.65945
C -1.19838 -4.83050 -1.93594
C 0.05357 -5.13475 -2.45823
C 0.97952 -4.12955 -2.68864
C 0.66015 -2.81115 -2.39730
C -2.64954 -0.46865 -2.06042
C -3.00342 -0.89811 -3.33852
C -4.24812 -0.56952 -3.84590
C -5.13277 0.17930 -3.07848
C -4.77883 0.60369 -1.80625
C -3.53184 0.28500 -1.29133
C -0.44381 -3.07583 1.71265
C -1.30917 -4.08380 2.12216
C -0.93013 -5.41236 1.98455
C 0.30076 -5.72738 1.43117
C 1.16186 -4.71861 1.01498
C 0.79792 -3.39270 1.15553
C -2.45223 -1.24818 2.68809
C -2.46561 -1.11906 4.07110
C -3.67754 -1.09613 4.74313
C -4.86644 -1.20024 4.03413
C -4.84989 -1.32375 2.65131
C -3.64135 -1.34678 1.97396
H -2.51405 -3.27550 -1.27263
H -1.91559 -5.61776 -1.74678
H 0.30773 -6.16336 -2.67821
H 1.95587 -4.36858 -3.08777
H 1.38472 -2.02169 -2.55266
H -2.31245 -1.48696 -3.92985
H -4.52910 -0.89351 -4.83855
H -6.10282 0.43888 -3.48056
H -5.46175 1.20160 -1.21866
H -3.23316 0.64098 -0.31501
H -2.26678 -3.84107 2.56293
H -1.59662 -6.19547 2.31970
H 0.59929 -6.76204 1.32630
H 2.12189 -4.96639 0.58588
H 1.48342 -2.60525 0.84979
H -1.53704 -1.01240 4.61891
H -3.69378 -0.98187 5.81829
H -5.81091 -1.17265 4.56093
H -5.77697 -1.38782 2.09791
H -3.62737 -1.42088 0.89303
F 0.02333 2.66373 0.67582
Sb -1.80765 3.41542 0.69801
F -2.38330 1.69944 1.30042
F -3.58302 4.03291 0.70842
F -1.49897 3.92045 2.47927
F -1.10704 5.03974 0.07610
F -1.95898 2.77112 -1.07386
C 4.56774 -1.16808 3.36046
C 4.69906 -2.22336 2.29530
C 4.38365 -3.54094 2.62254
C 4.54395 -4.56692 1.71153
Cl 4.16390 -6.20014 2.18443
C 5.00927 -4.31228 0.43330
C 5.30136 -3.00656 0.08643
C 5.15346 -1.96835 0.99813
O 5.56747 -0.74093 0.53177
C 4.83363 0.42970 0.80623
C 3.34903 0.31751 0.55058
O 2.62957 1.32297 0.89495
O 2.84232 -0.69674 0.03918
H 4.38360 -1.64051 4.32402
H 3.73440 -0.48842 3.17154
H 5.47894 -0.57588 3.45238
H 4.02862 -3.76834 3.61921
H 5.13934 -5.11969 -0.27330
H 5.65645 -2.76181 -0.90440
H 5.22206 1.19533 0.13068
H 4.97952 0.80284 1.82019
*
```


No. 3
Entry from the OMol25 dataset: a molecular structure, C34H28CrNO3 at a distorted geometry (ωB97M-V/def2-TZVPD).

Properties
**Energy above the lowest of the compared OMol25 structures with the same formula, charge and spin**: 0.0 kcal/mol
**Gap between HOMO and LUMO (alpha / beta)**: 6.6 / 5.5 eV
**<S²>**: 3.8107

The geometry in ORCA input format:
```
! RIJCOSX wB97M-V def2-TZVPD def2/J DEFGRID3
* xyz 2 4
O 3.51261 0.77803 6.66310
C 3.24661 0.70761 5.53094
Cr 2.66750 0.34041 3.75729
C 1.00564 0.01926 4.59630
O 0.04946 -0.23457 5.21774
C 3.07741 -1.45607 4.22821
O 3.28665 -2.50187 4.69822
C 4.35351 1.30300 2.75348
C 3.40130 2.26244 3.13729
C 2.06170 2.10748 2.75510
C 1.64506 1.00973 1.96206
C 0.23667 0.77137 1.65520
C -0.91398 0.41593 1.44818
C -2.33306 0.03352 1.66414
C -2.46018 -1.34851 2.36669
C -1.35411 -2.03647 2.88250
C -1.48665 -3.36797 3.31007
C -2.72217 -4.01386 3.26683
C -3.82217 -3.34320 2.71920
C -3.69600 -2.01406 2.30048
C -3.08348 1.13071 2.43395
C -2.46118 2.36865 2.62629
C -3.14801 3.47186 3.13708
C -4.38178 3.27085 3.76054
C -4.94234 1.98677 3.74198
C -4.32318 0.93707 3.05240
C 2.60746 0.02618 1.65644
C 3.95418 0.17392 2.02908
H 5.39892 1.42130 3.05492
H 3.69913 3.11870 3.75296
H 1.31089 2.82736 3.08911
H -0.37019 -1.55577 2.90675
H -0.60922 -3.88700 3.69184
H -2.83157 -5.03718 3.62743
H -4.79428 -3.83465 2.61635
H -4.57201 -1.50449 1.87570
H -1.41603 2.48579 2.34113
H -2.67880 4.45971 3.06560
H -4.85707 4.11179 4.27660
H -5.86662 1.80234 4.29039
H -4.82102 -0.02894 3.03621
H 2.27619 -0.87588 1.13658
H 4.67704 -0.60731 1.76839
C -3.40615 5.23432 -0.25574
C -4.52057 4.41472 -0.47482
C -4.38694 3.03068 -0.42015
C -3.11571 2.43769 -0.37088
C -3.06565 0.95025 -0.72185
C -2.19409 0.57121 -1.92517
C -1.93435 -0.93404 -1.81810
C -2.10019 -1.31934 -0.35593
N -2.86062 -0.17405 0.35313
C -1.98326 3.26803 -0.24519
C -2.14041 4.65520 -0.12157
H -3.50319 6.31902 -0.26670
H -5.50567 4.83134 -0.68418
H -5.28243 2.39091 -0.46834
H -4.08607 0.70181 -1.07028
H -2.79983 0.77530 -2.82522
H -1.29479 1.20245 -1.98208
H -2.70029 -1.47425 -2.39882
H -0.95760 -1.27732 -2.19981
H -2.71494 -2.21689 -0.23432
H -1.15170 -1.43410 0.16948
H -3.82170 -0.53418 0.42701
H -0.98092 2.83110 -0.20021
H -1.25742 5.27516 0.07252
*
```


No. 4
Entry from the OMol25 dataset: a molecular structure, C34H28IrN3O5P2Se2 at a distorted geometry (ωB97M-V/def2-TZVPD).

Properties
**Gap between HOMO and LUMO (alpha / beta)**: 8.0 / 5.0 eV
**<S²>**: 6.0121

The geometry in ORCA input format:
```
! RIJCOSX wB97M-V def2-TZVPD def2/J DEFGRID3
* xyz 0 5
Ir -0.19810 0.10350 0.22090
O 0.82120 3.81050 1.37000
C 1.02650 2.80030 0.74570
O 0.33070 2.19220 -0.09810
C 2.48800 2.14550 0.98880
C 2.90710 1.29630 -0.21580
C 4.40360 0.96060 -0.05750
C 4.34880 -0.16400 0.99170
C 2.84800 -0.17490 1.32030
O 2.26720 0.04970 0.03890
C 2.51510 1.10730 2.10680
C 1.14960 0.96030 2.91970
O 1.12400 1.47250 4.01340
O 0.25660 0.26240 2.37220
H 3.13880 2.99450 1.19320
H 2.60630 1.69020 -1.18430
H 4.82140 0.62260 -1.00390
H 4.96890 1.82560 0.28390
H 4.63770 -1.12270 0.56120
H 4.95960 0.03260 1.86930
H 2.46280 -1.09810 1.74980
H 3.25750 1.35290 2.86970
Se -6.03300 -3.28820 -1.63380
P -5.97200 -1.75330 -0.16630
C -7.12270 -0.40250 -0.54710
C -8.17310 -0.06740 0.29590
C -8.97580 1.01420 -0.02370
C -8.73300 1.74300 -1.17630
C -7.72370 1.36360 -2.04720
C -6.92180 0.28220 -1.74010
C -6.37990 -2.30820 1.52060
C -7.08900 -3.48940 1.68810
C -7.43450 -3.91100 2.95810
C -7.07760 -3.14490 4.05720
C -6.37010 -1.96350 3.88900
C -6.01630 -1.53860 2.62060
C -4.38430 -0.92240 -0.08250
C -3.03720 -1.30180 -0.09850
N -2.34320 -0.13420 -0.06910
N -3.19000 0.85690 -0.02650
N -4.40330 0.42320 -0.04000
P -2.10150 -2.82810 -0.17400
Se 0.03240 -2.44520 -0.29140
C -2.55850 -3.82430 1.27610
C -1.61440 -4.01270 2.27570
C -1.94400 -4.74700 3.39830
C -3.21240 -5.28880 3.52070
C -4.15590 -5.09940 2.52220
C -3.83540 -4.36330 1.39590
C -2.57640 -3.69880 -1.68650
C -2.92570 -5.04200 -1.70720
C -3.20600 -5.64510 -2.92130
C -3.09760 -4.92570 -4.09940
C -2.72400 -3.59090 -4.07450
C -2.46360 -2.97190 -2.86750
H -8.35950 -0.64050 1.19450
H -9.78560 1.28970 0.63560
H -9.34450 2.60370 -1.40240
H -7.55790 1.91550 -2.95930
H -6.13660 -0.03500 -2.41270
H -7.36420 -4.06760 0.81620
H -7.98500 -4.83100 3.09010
H -7.36290 -3.46310 5.04960
H -6.10170 -1.36940 4.75180
H -5.48150 -0.60950 2.48000
H -0.62490 -3.59540 2.15500
H -1.20830 -4.90290 4.17130
H -3.46320 -5.86960 4.39550
H -5.13840 -5.53450 2.62090
H -4.55880 -4.22460 0.60410
H -2.97930 -5.60310 -0.78530
H -3.50540 -6.68220 -2.95270
H -3.28350 -5.40890 -5.04710
H -2.63760 -3.03680 -4.99600
H -2.16220 -1.93110 -2.82470
*
```


No. 5
Entry from the OMol25 dataset: a molecular structure, C34H28N7O2PPbS2Se3 at a distorted geometry (ωB97M-V/def2-TZVPD).

Properties
**Energy above the lowest of the compared OMol25 structures with the same formula, charge and spin**: 1.3 kcal/mol
**Gap between HOMO and LUMO**: 7.2 eV

The geometry in ORCA input format:
```
! RIJCOSX wB97M-V def2-TZVPD def2/J DEFGRID3
* xyz 0 1
Pb -0.46229 0.63166 -0.27243
Se -0.36506 0.29254 2.73976
P -2.49668 0.01630 2.41127
Se -3.00630 -0.35200 0.31231
C -3.42453 1.48962 2.99371
C -4.42267 2.06296 2.21668
C -5.01127 3.24789 2.62150
C -4.62290 3.84783 3.80753
C -3.65418 3.25532 4.60121
C -3.04444 2.08550 4.19050
C -3.04274 -1.38781 3.45312
C -3.66251 -2.48677 2.87768
C -4.00852 -3.57416 3.66155
C -3.74951 -3.56076 5.02025
C -3.11156 -2.47265 5.59233
C -2.74764 -1.38932 4.81222
H -4.73293 1.59583 1.29088
H -5.76560 3.71292 2.00432
H -5.07035 4.78177 4.11156
H -3.36025 3.71290 5.53417
H -2.25242 1.65063 4.78350
H -3.86755 -2.49015 1.81565
H -4.47312 -4.43884 3.21242
H -4.03987 -4.40109 5.63333
H -2.88657 -2.47901 6.64836
H -2.21671 -0.56105 5.25712
N 5.87754 -2.85586 -5.18735
C 4.96685 -1.91166 -4.79430
C 4.88133 -1.51535 -3.45418
C 4.03943 -0.48704 -3.08420
C 3.27320 0.14926 -4.04334
C 3.32331 -0.24487 -5.36830
C 4.15386 -1.27954 -5.74194
S 2.29598 1.56078 -3.55936
O 1.76911 2.20913 -4.73128
O 3.11511 2.36658 -2.68286
N 1.08077 1.00028 -2.62985
C 0.15583 0.25707 -3.18216
S 0.12766 -0.26501 -4.85235
C -1.33398 -1.15232 -4.51151
C -1.70086 -0.97630 -3.22837
N -0.86565 -0.19868 -2.48549
H 6.33555 -3.42054 -4.49462
H 5.79578 -3.24437 -6.10898
H 5.50789 -2.00169 -2.72015
H 3.97685 -0.14421 -2.06279
H 2.71224 0.27672 -6.08760
H 4.20477 -1.59025 -6.77471
H -1.80995 -1.72065 -5.28292
H -2.57321 -1.38010 -2.74536
Se 0.84898 3.71620 -2.03283
N -0.07462 3.20438 -0.62199
C 0.14022 4.06260 0.39236
C -0.39921 3.97459 1.68477
C -0.03782 4.91610 2.61071
C 0.85674 5.95247 2.28782
C 1.38689 6.07577 1.03103
C 1.02389 5.13699 0.05056
N 1.44883 5.11971 -1.22154
H -1.06858 3.16724 1.93840
H -0.42786 4.85489 3.61516
H 1.13684 6.65650 3.05593
H 2.08165 6.85954 0.77576
N 3.08945 -2.22240 0.29877
C 2.38302 -1.07280 0.33569
N 1.14637 -1.22783 -0.04731
C 1.00173 -2.55892 -0.35701
C -0.10483 -3.27942 -0.78904
C 0.06471 -4.63123 -1.00670
C 1.29416 -5.26428 -0.79898
C 2.40208 -4.56787 -0.35936
C 2.23753 -3.20677 -0.14119
H 4.05264 -2.34591 0.56807
H 2.80254 -0.14063 0.66073
H -1.05358 -2.79169 -0.93858
H -0.77148 -5.22592 -1.34245
H 1.37838 -6.32626 -0.98129
H 3.35009 -5.05649 -0.18400
*
```


No. 6
Entry from the OMol25 dataset: 2 unconnected molecules or ions with the total composition C34H28NO9S3 at a distorted geometry (ωB97M-V/def2-TZVPD).

Properties
**Energy above the lowest of the compared OMol25 structures with the same formula, charge and spin**: 0.0 kcal/mol
**Gap between HOMO and LUMO**: 4.1 eV

The geometry in ORCA input format:
```
! RIJCOSX wB97M-V def2-TZVPD def2/J DEFGRID3
* xyz -1 1
C 0.97328 5.06644 -4.30490
O 1.66789 4.13536 -3.43982
C 1.04300 3.69371 -2.31691
C 1.78356 2.80147 -1.49725
C 1.14237 2.07950 -0.51312
C -0.25966 2.20437 -0.31901
C -0.99044 1.31182 0.54238
C -2.36769 1.27773 0.60517
S -3.26174 0.86717 2.10674
C -3.45322 2.31427 3.17280
C -2.55072 2.49349 4.22486
C -2.69981 3.57803 5.09307
C -3.76870 4.46625 4.93100
C -4.70378 4.24888 3.91361
C -4.55102 3.17086 3.03252
O -4.62796 0.56897 1.72512
O -2.47307 -0.10798 2.82664
S -3.36039 1.30235 -0.90337
C -4.42920 -0.15035 -0.89772
C -5.79037 0.01871 -1.13334
C -6.62645 -1.09970 -1.11766
C -6.09662 -2.37058 -0.87308
C -4.71705 -2.52685 -0.69117
C -3.87129 -1.41579 -0.73094
O -4.25290 2.43980 -0.77020
O -2.51113 1.15315 -2.06314
C -0.91202 3.28276 -0.96532
C -0.28526 4.02578 -1.95391
H 1.69136 5.24595 -5.10705
H 0.04373 4.63657 -4.71119
H 0.74303 6.00486 -3.77731
H 2.84412 2.67081 -1.70193
H 1.69339 1.37269 0.11117
H -0.44394 0.65528 1.21580
H -1.74533 1.77360 4.36309
H -1.97867 3.71467 5.89921
H -3.87529 5.31954 5.60340
H -5.56121 4.91540 3.80634
H -5.28019 2.98778 2.24418
H -6.18565 1.02066 -1.29257
H -7.69378 -0.95915 -1.29191
H -6.75410 -3.24226 -0.83831
H -4.28529 -3.51301 -0.52097
H -2.79301 -1.50985 -0.60782
H -1.92246 3.57489 -0.67623
H -0.84770 4.80636 -2.47455
C 5.30828 0.04948 -4.23087
C 6.13539 -1.00177 -3.82158
C 5.95754 -1.59298 -2.56598
C 4.94061 -1.12943 -1.72011
S 4.74779 -1.78974 -0.04377
C 3.36827 -2.83160 -0.09272
C 3.22499 -3.94359 0.75024
C 2.39101 -5.05197 0.34275
C 2.17250 -6.13347 1.16633
C 2.73195 -6.15414 2.46434
N 2.24976 -7.11677 3.38963
O 2.65624 -7.08981 4.57215
O 1.41138 -7.95755 2.98217
C 3.60343 -5.11517 2.88167
C 3.85717 -4.04713 2.04766
O 5.99489 -2.50516 0.12263
O 4.45834 -0.65414 0.81124
C 4.11377 -0.08228 -2.12621
C 4.29305 0.50827 -3.38146
H 5.46251 0.51558 -5.20527
H 6.93164 -1.36470 -4.47459
H 6.61660 -2.40030 -2.25102
H 2.70232 -2.66378 -0.93656
H 1.93262 -5.00603 -0.64786
H 1.51774 -6.95071 0.87313
H 4.02527 -5.15766 3.88622
H 4.51011 -3.24641 2.40632
H 3.34199 0.27523 -1.44680
H 3.64422 1.33332 -3.67807
*
```


no.,DFT total energy (hartree)
1,-8278.78798
2,-4411.93389
3,-2636.63148
4,-7442.72486
5,-10381.16904
6,-3238.73823